Record 1
{"formula": "C4H4Br2F3O4S", "method": "ωB97M-V/def2-TZVPD", "e_tot_ha": -6301.495184, "total_charge": -1, "spin_multiplicity": 1, "smiles": "O=S(=O)([O-])OCC[C@@](F)(Br)C(F)(F)Br", "species": ["O", "S", "O", "O", "O", "C", "C", "C", "F", "Br", "C", "F", "F", "Br", "H", "H", "H", "H"], "positions_angstrom": [[3.5074, 1.9387, -0.2087], [2.5843, 0.7280, 0.2056], [3.5015, -0.5330, 0.2773], [1.9797, 1.1435, 1.7826], [1.3468, 0.6311, -0.9631], [0.7141, -0.6964, -1.0045], [-0.2123, -1.0679, 0.2956], [-1.7734, -0.5394, 0.1983], [-2.4032, -1.1941, -1.0090], [-2.6700, -1.2276, 1.8971], [-1.9183, 1.1047, 0.1289], [-0.7777, 1.8346, 0.7632], [-3.1469, 1.5794, 0.8691], [-2.2221, 1.5987, -1.8019], [0.0235, -0.7499, -1.9716], [1.5219, -1.5630, -1.1175], [-0.2732, -2.2596, 0.3291], [0.2177, -0.7278, 1.3295]]}

Record 2
{"formula": "C2H9BN2", "method": "ωB97M-V/def2-TZVPD", "e_tot_ha": -215.965780, "relative_energy_kcal_mol": 40.1, "spin_multiplicity": 1, "smiles": "[H]/N=B/N.CC", "species": ["H", "N", "B", "N", "H", "H", "C", "C", "H", "H", "H", "H", "H", "H"], "positions_angstrom": [[0.0612, -3.1235, -0.0853], [-0.4359, -2.4694, 0.4536], [-1.5216, -2.1574, 1.0023], [-2.3868, -1.7683, 1.9615], [-2.4228, -2.1956, 2.8694], [-3.1296, -1.0395, 1.8107], [1.7957, 2.0266, -1.0140], [0.6249, 1.1558, -1.0050], [1.8598, 2.7054, -1.8877], [1.8251, 2.5046, -0.0559], [2.6839, 1.4682, -1.0271], [0.8947, 0.3187, -0.4929], [-0.1312, 1.6552, -0.4287], [0.2826, 0.9191, -2.1012]]}

Record 3
{"formula": "C36H28AsIrN3O5S2", "method": "ωB97M-V/def2-TZVPD", "e_tot_ha": -5065.539118, "total_charge": 1, "relative_energy_kcal_mol": 23.2, "spin_multiplicity": 1, "species": ["Ir", "O", "C", "C", "C", "N", "C", "C", "C", "O", "O", "C", "O", "O", "H", "H", "H", "S", "C", "C", "C", "C", "C", "C", "N", "C", "C", "C", "C", "C", "C", "C", "C", "N", "C", "C", "C", "C", "C", "S", "C", "H", "H", "H", "H", "H", "H", "H", "H", "H", "H", "H", "H", "C", "As", "C", "C", "C", "C", "C", "C", "C", "C", "H", "H", "H", "H", "H", "H", "H", "H", "H", "H", "H", "H", "H"], "positions_angstrom": [[-0.4865, 0.0591, -0.3162], [-3.3919, -4.8780, -2.0333], [-2.6807, -3.7801, -1.7490], [-2.9266, -2.5430, -2.3604], [-2.1599, -1.4668, -1.9775], [-1.2085, -1.6299, -1.0547], [-0.9425, -2.7915, -0.4677], [-1.6644, -3.9149, -0.7950], [0.2114, -2.6811, 0.5284], [0.6710, -3.6748, 1.0357], [0.6442, -1.4576, 0.7048], [-2.2789, -0.0400, -2.5208], [-3.0381, 0.2193, -3.4165], [-1.4292, 0.8112, -1.9748], [-4.0557, -4.6960, -2.7092], [-3.6885, -2.4028, -3.1170], [-1.4431, -4.8654, -0.3307], [-3.2196, -3.7004, 3.3255], [-4.0334, -4.4611, 4.6162], [-4.3481, -3.5823, 5.6081], [-3.9225, -2.2633, 5.3135], [-3.2925, -2.1646, 4.1015], [-2.7258, -0.9626, 3.4834], [-2.1125, -1.0396, 2.2181], [-1.5645, -0.0091, 1.6128], [-1.5754, 1.1938, 2.2298], [-2.1957, 1.3944, 3.4670], [-2.2109, 2.7158, 4.0304], [-1.6450, 3.7516, 3.3766], [-0.9956, 3.5614, 2.1080], [-0.4516, 4.6133, 1.3601], [0.0805, 4.3729, 0.1082], [0.1233, 3.0361, -0.3346], [-0.3125, 2.0148, 0.3803], [-0.9298, 2.2763, 1.5677], [0.5891, 5.4369, -0.7636], [1.1247, 5.3192, -2.0200], [1.4989, 6.5663, -2.5795], [1.2390, 7.6066, -1.7402], [0.5404, 7.0852, -0.2747], [-2.7771, 0.2812, 4.0874], [-4.2336, -5.5191, 4.5776], [-4.8623, -3.8635, 6.5141], [-4.0772, -1.4309, 5.9837], [-2.0741, -1.9832, 1.6888], [-2.7046, 2.8684, 4.9810], [-1.6811, 4.7504, 3.7909], [-0.4905, 5.6168, 1.7659], [0.5257, 2.7899, -1.3028], [1.2414, 4.3846, -2.5475], [1.9351, 6.6832, -3.5595], [1.4195, 8.6558, -1.9067], [-3.2650, 0.4127, 5.0440], [2.0811, 1.2675, -2.8565], [1.5673, -0.0233, -1.5073], [2.9390, 0.2835, -0.1868], [1.8862, -1.7159, -2.4282], [3.3366, -2.1042, -2.4089], [4.1411, -1.9105, -3.5263], [5.4797, -2.2799, -3.4994], [6.0185, -2.8474, -2.3553], [5.2158, -3.0543, -1.2405], [3.8812, -2.6854, -1.2650], [3.0865, 0.9983, -3.1832], [2.1130, 2.2723, -2.4455], [1.3975, 1.2339, -3.7030], [3.9082, 0.0213, -0.6093], [2.7395, -0.3148, 0.6967], [2.9191, 1.3465, 0.0539], [1.5199, -1.5525, -3.4432], [1.2682, -2.4795, -1.9600], [3.7168, -1.4816, -4.4273], [6.0949, -2.1360, -4.3775], [7.0612, -3.1344, -2.3325], [5.6289, -3.5150, -0.3529], [3.2512, -2.8643, -0.3993]]}

Record 4
{"formula": "C47H56N12OS2V", "method": "ωB97M-V/def2-TZVPD", "e_tot_ha": -4297.386868, "relative_energy_kcal_mol": 55.3, "spin_multiplicity": 4, "species": ["V", "C", "C", "N", "N", "C", "N", "S", "C", "C", "C", "C", "C", "N", "H", "H", "H", "H", "H", "H", "H", "H", "H", "C", "C", "C", "C", "C", "C", "C", "N", "C", "C", "C", "C", "C", "C", "C", "N", "C", "C", "C", "C", "H", "H", "H", "H", "H", "H", "H", "H", "H", "H", "H", "H", "H", "H", "H", "H", "H", "H", "H", "H", "H", "H", "H", "H", "C", "C", "C", "N", "H", "H", "H", "H", "H", "C", "C", "C", "C", "N", "C", "S", "N", "H", "H", "H", "H", "H", "C", "C", "C", "C", "C", "N", "C", "O", "N", "C", "C", "C", "C", "N", "C", "C", "C", "H", "H", "H", "H", "H", "H", "H", "H", "H", "H", "H", "H", "H"], "positions_angstrom": [[-0.8860, 0.1565, -1.0345], [0.6574, 1.1516, -4.9017], [0.2139, 1.0750, -3.4742], [-0.4251, 0.0425, -2.9868], [-0.5170, -1.0309, -3.7776], [-1.5927, -1.7919, -3.8480], [-1.3618, -3.0507, -4.3406], [-3.1947, -1.3292, -3.5471], [0.5103, 2.1038, -2.5138], [0.9323, 3.3990, -2.8201], [1.0761, 4.3170, -1.8009], [0.8599, 3.9091, -0.4897], [0.5087, 2.5972, -0.2503], [0.2931, 1.7166, -1.2342], [0.6473, 0.1532, -5.3311], [1.6653, 1.5632, -4.9688], [-0.0166, 1.7868, -5.4819], [-0.4556, -3.1937, -4.7595], [-2.1456, -3.4863, -4.7941], [1.0866, 3.6849, -3.8516], [1.3582, 5.3412, -2.0076], [0.9598, 4.5985, 0.3330], [0.3966, 2.2210, 0.7571], [-4.3285, -5.5547, 1.0792], [-4.8630, -4.1401, 1.3195], [-6.2009, -4.0080, 0.5736], [-5.0891, -3.9284, 2.8242], [-3.9069, -3.0785, 0.8067], [-4.3019, -1.7407, 0.7245], [-3.4655, -0.8094, 0.1607], [-2.2541, -1.0995, -0.3207], [-1.8289, -2.3625, -0.1777], [-2.6190, -3.3582, 0.3856], [-0.4797, -2.6020, -0.7091], [-0.0303, -3.8646, -1.0535], [1.2038, -4.0294, -1.6746], [1.9642, -2.8759, -1.8411], [1.4699, -1.6519, -1.4336], [0.2510, -1.4888, -0.9197], [1.6386, -5.4157, -2.1279], [3.0165, -5.4060, -2.7897], [1.6872, -6.3375, -0.8990], [0.6183, -5.9531, -3.1428], [-5.0965, -6.2779, 1.3533], [-3.4415, -5.7627, 1.6793], [-4.0919, -5.7012, 0.0240], [-6.8677, -4.8196, 0.8679], [-6.0427, -4.0661, -0.5044], [-6.6996, -3.0653, 0.7956], [-5.7003, -4.7397, 3.2224], [-5.6002, -2.9832, 3.0108], [-4.1395, -3.9099, 3.3608], [-5.2679, -1.4209, 1.0886], [-3.7942, 0.2135, 0.0553], [-2.2065, -4.3498, 0.4883], [-0.6765, -4.7115, -0.8796], [2.9403, -2.9124, -2.3020], [2.0702, -0.7539, -1.5206], [3.7868, -5.0693, -2.0947], [3.0257, -4.7602, -3.6694], [3.2711, -6.4148, -3.1159], [2.4525, -5.9937, -0.2016], [1.9200, -7.3604, -1.1987], [0.7355, -6.3484, -0.3688], [0.5673, -5.2949, -4.0094], [-0.3817, -6.0285, -2.7168], [0.9173, -6.9440, -3.4888], [-3.3813, 4.3526, -2.7733], [-3.9546, 2.9329, -2.6668], [-3.0107, 2.0586, -1.9999], [-2.2286, 1.4014, -1.4737], [-4.0808, 5.0006, -3.2975], [-2.4394, 4.3354, -3.3200], [-3.1938, 4.7657, -1.7833], [-4.1524, 2.5138, -3.6559], [-4.8943, 2.9311, -2.1115], [5.7513, 2.4275, -1.2198], [5.4397, 1.5853, -0.0157], [6.4302, 1.1556, 0.8604], [6.0019, 0.4058, 1.9472], [4.7363, 0.0879, 2.1568], [3.8355, 0.5198, 1.2436], [2.1886, 0.1024, 1.4632], [4.1621, 1.2714, 0.1670], [6.7894, 2.7569, -1.2165], [5.0895, 3.2933, -1.2363], [5.5612, 1.8532, -2.1278], [7.4727, 1.3974, 0.7074], [6.7055, 0.0421, 2.6916], [2.7117, 6.9547, 1.8313], [2.3990, 5.8775, 2.8359], [1.7906, 6.1867, 4.0490], [1.5024, 5.1977, 4.9739], [1.7825, 3.8633, 4.6909], [1.4987, 2.8971, 5.6774], [1.3695, 1.5339, 5.5566], [1.7251, 0.7987, 6.4554], [0.8071, 1.0122, 4.4021], [-0.2203, 1.4389, 3.5737], [-0.9431, 2.6240, 3.6980], [-1.9526, 2.8962, 2.7814], [-2.2151, 1.9952, 1.7670], [-1.5582, 0.8369, 1.6571], [-0.6235, 0.5642, 2.5544], [2.3868, 3.5390, 3.4821], [2.7046, 4.5442, 2.5837], [2.8045, 7.9236, 2.3204], [1.9161, 7.0333, 1.0855], [3.6412, 6.7401, 1.3037], [1.5446, 7.2163, 4.2812], [1.0507, 5.4571, 5.9247], [1.7457, 3.1639, 6.6175], [1.1027, 0.0582, 4.2382], [-0.7386, 3.3238, 4.4910], [-2.5209, 3.8133, 2.8577], [-2.9898, 2.1923, 1.0345], [-0.1489, -0.4074, 2.4749], [2.6395, 2.5096, 3.2494], [3.2274, 4.2702, 1.6756]]}

Please write out number 1 again, unchanged.
{"formula": "C4H4Br2F3O4S", "method": "ωB97M-V/def2-TZVPD", "e_tot_ha": -6301.495184, "total_charge": -1, "spin_multiplicity": 1, "smiles": "O=S(=O)([O-])OCC[C@@](F)(Br)C(F)(F)Br", "species": ["O", "S", "O", "O", "O", "C", "C", "C", "F", "Br", "C", "F", "F", "Br", "H", "H", "H", "H"], "positions_angstrom": [[3.5074, 1.9387, -0.2087], [2.5843, 0.7280, 0.2056], [3.5015, -0.5330, 0.2773], [1.9797, 1.1435, 1.7826], [1.3468, 0.6311, -0.9631], [0.7141, -0.6964, -1.0045], [-0.2123, -1.0679, 0.2956], [-1.7734, -0.5394, 0.1983], [-2.4032, -1.1941, -1.0090], [-2.6700, -1.2276, 1.8971], [-1.9183, 1.1047, 0.1289], [-0.7777, 1.8346, 0.7632], [-3.1469, 1.5794, 0.8691], [-2.2221, 1.5987, -1.8019], [0.0235, -0.7499, -1.9716], [1.5219, -1.5630, -1.1175], [-0.2732, -2.2596, 0.3291], [0.2177, -0.7278, 1.3295]]}